A 16-piece molecular cluster, C94H85N15O32 overall, computed with wB97M-V/def2-TZVPD.

Output
E_tot   -186679.915 eV
Spin multiplicity   1
HOMO energy   -9.248 eV
LUMO   -1.3 eV

Each line ends with the Mulliken charge.
Atoms and positions in Å:
C (4.19, 4.56, 5.75)  -0.2523
C (5.12, 4.53, 6.82)  -0.6340
C (5.77, 3.37, 7.13)  -0.5209
C (5.43, 2.13, 6.53)  0.2982
C (4.53, 2.20, 5.46)  -0.3345
C (3.80, 3.37, 5.17)  -0.4024
N (6.02, 0.88, 6.94)  0.8618
O (7.27, 0.76, 7.01)  -0.5555
O (5.23, -0.03, 7.19)  -0.4895
H (3.62, 5.38, 5.35)  0.3462
H (5.45, 5.47, 7.24)  0.3457
H (6.44, 3.43, 7.97)  0.3625
H (4.46, 1.28, 4.89)  0.3461
H (3.09, 3.41, 4.35)  0.6302
C (-3.92, -8.77, -1.32)  -0.7667
C (-2.62, -8.34, -1.64)  -0.2899
C (-2.28, -7.04, -1.60)  -0.3221
C (-3.09, -6.06, -1.09)  -0.2696
C (-4.40, -6.44, -0.75)  -0.3227
C (-4.82, -7.76, -0.79)  -0.9626
N (-2.62, -4.67, -1.15)  1.1270
O (-1.42, -4.38, -1.39)  -0.0832
O (-3.53, -3.82, -0.86)  -0.6020
H (-4.04, -9.84, -1.31)  0.4011
H (-1.92, -9.03, -2.10)  0.4351
H (-1.36, -6.73, -2.07)  0.3518
H (-5.07, -5.73, -0.30)  0.8614
H (-5.83, -8.00, -0.48)  0.5146
C (2.18, -5.39, 0.71)  0.1529
C (1.92, -6.73, 0.92)  -0.9552
C (1.63, -7.54, -0.15)  -0.7282
C (1.49, -6.97, -1.42)  -0.1913
C (1.77, -5.63, -1.62)  -0.0667
C (2.13, -4.77, -0.51)  -0.5079
N (1.06, -7.91, -2.54)  1.1608
O (0.61, -8.97, -2.37)  -0.6075
O (1.41, -7.41, -3.64)  -0.6346
H (2.42, -4.82, 1.59)  0.0318
H (2.03, -6.97, 1.96)  0.5191
H (1.58, -8.61, 0.02)  0.4614
H (1.76, -5.24, -2.63)  0.4637
H (2.33, -3.72, -0.61)  0.8125
C (5.24, 2.96, -4.89)  -0.2726
C (6.35, 2.28, -4.27)  -0.8316
C (6.13, 1.20, -3.38)  -0.6827
C (4.83, 0.80, -3.03)  -0.1481
C (3.76, 1.56, -3.55)  1.0428
C (3.94, 2.62, -4.56)  -1.2627
N (4.61, -0.24, -1.97)  0.8756
O (5.59, -0.67, -1.41)  -0.6538
O (3.42, -0.45, -1.66)  0.0190
H (5.31, 3.82, -5.54)  0.4072
H (7.36, 2.56, -4.55)  0.4368
H (6.89, 0.72, -2.77)  0.5336
H (2.78, 1.29, -3.20)  0.0280
H (3.26, 3.39, -4.90)  0.5778
C (-0.54, 5.50, -3.95)  0.1428
C (-0.75, 6.25, -2.80)  0.1116
C (-0.70, 7.63, -2.83)  -0.4923
C (-0.52, 8.25, -4.08)  0.0411
C (-0.43, 7.47, -5.24)  -0.4640
C (-0.42, 6.12, -5.20)  -1.2377
N (-0.43, 9.71, -4.13)  0.8637
O (-0.76, 10.25, -5.13)  -0.5463
O (-0.20, 10.37, -3.04)  -0.5883
H (-0.35, 4.44, -3.97)  0.4561
H (-0.90, 5.65, -1.92)  0.2162
H (-0.91, 8.30, -2.01)  0.4866
H (-0.25, 8.09, -6.11)  0.4678
H (-0.44, 5.52, -6.10)  0.4846
C (-1.54, -2.80, 7.54)  -0.7561
C (-2.03, -2.31, 6.34)  -1.1756
C (-1.37, -2.64, 5.12)  0.5430
C (-0.24, -3.45, 5.12)  -0.2798
C (0.23, -3.97, 6.33)  -0.7373
C (-0.41, -3.65, 7.51)  -0.6802
N (0.50, -3.81, 3.88)  1.2326
O (1.30, -4.72, 3.94)  -0.6623
O (0.27, -3.16, 2.86)  -0.1909
H (-2.09, -2.53, 8.43)  0.4649
H (-2.87, -1.66, 6.52)  0.6400
H (-1.65, -2.16, 4.20)  0.5578
H (1.08, -4.62, 6.20)  0.5750
H (-0.07, -4.15, 8.40)  0.4225
C (-3.36, 4.63, 7.51)  -0.6975
C (-2.07, 4.07, 7.61)  -0.5999
C (-1.69, 2.89, 6.97)  -0.3273
C (-2.66, 2.26, 6.14)  0.3633
C (-3.93, 2.81, 5.96)  -0.4941
C (-4.25, 3.94, 6.67)  -0.4513
N (-2.23, 1.04, 5.47)  1.1431
O (-1.08, 0.94, 5.09)  -0.4636
O (-3.03, 0.18, 5.25)  -0.6259
H (-3.63, 5.55, 8.00)  0.4139
H (-1.32, 4.47, 8.28)  0.4807
H (-0.67, 2.54, 7.07)  0.4793
H (-4.70, 2.48, 5.28)  0.4399
H (-5.21, 4.42, 6.52)  0.3590
C (3.11, 7.01, -2.31)  -0.5100
C (3.58, 5.78, -2.86)  -0.2705
C (4.23, 4.86, -2.02)  0.5543
C (4.57, 5.10, -0.67)  -0.5873
C (4.04, 6.22, -0.14)  -0.3182
C (3.27, 7.18, -0.93)  -0.8424
N (5.51, 4.32, 0.10)  1.1210
O (5.67, 3.15, -0.22)  -0.6362
O (6.14, 4.88, 0.90)  -0.6155
H (2.65, 7.84, -2.82)  0.4681
H (3.36, 5.49, -3.88)  0.2576
H (4.61, 3.93, -2.42)  0.1294
H (4.07, 6.62, 0.86)  0.6861
H (2.74, 8.01, -0.51)  0.4712
C (4.53, -3.20, 2.24)  -0.8298
C (4.56, -3.35, 3.67)  -0.9086
C (3.86, -2.45, 4.43)  -0.4264
C (3.05, -1.48, 3.80)  -0.0807
C (3.18, -1.25, 2.42)  -0.3823
C (3.89, -2.17, 1.64)  -0.2067
N (2.22, -0.54, 4.65)  1.2227
O (1.56, 0.39, 4.21)  -0.4088
O (2.23, -0.82, 5.86)  -0.6333
H (4.96, -3.98, 1.62)  0.4578
H (5.20, -4.05, 4.18)  0.4282
H (3.76, -2.44, 5.51)  0.5661
H (2.57, -0.46, 2.02)  0.5232
H (3.93, -1.99, 0.57)  0.6761
C (-1.76, 5.34, 4.37)  -0.6139
C (-1.64, 5.34, 2.93)  -0.3642
C (-0.47, 5.85, 2.27)  -0.6300
C (0.56, 6.22, 3.14)  0.2546
C (0.50, 6.17, 4.55)  -0.6144
C (-0.69, 5.78, 5.16)  -0.4746
N (1.82, 6.58, 2.56)  1.0997
O (2.83, 6.15, 3.05)  -0.5807
O (1.74, 7.32, 1.60)  -0.5998
H (-2.64, 4.98, 4.87)  0.5221
H (-2.46, 5.05, 2.30)  0.4186
H (-0.40, 5.92, 1.20)  0.7642
H (1.32, 6.56, 5.13)  0.4171
H (-0.71, 5.89, 6.23)  0.4539
C (3.94, -3.44, -5.49)  -0.7924
C (2.95, -4.40, -5.35)  -0.3271
C (1.68, -3.98, -5.01)  -0.5878
C (1.47, -2.70, -4.60)  -0.7318
C (2.52, -1.84, -4.47)  0.5735
C (3.73, -2.15, -5.07)  -0.6465
N (0.07, -2.30, -4.19)  1.1771
O (-0.84, -3.06, -4.51)  -0.7010
O (-0.07, -1.21, -3.67)  -0.0431
H (4.91, -3.75, -5.86)  0.4149
H (3.04, -5.44, -5.63)  0.5296
H (0.87, -4.70, -5.09)  0.4732
H (2.33, -0.83, -4.13)  0.3727
H (4.58, -1.51, -4.86)  0.3126
C (-2.27, -5.07, 2.03)  -1.0762
C (-2.91, -3.89, 2.46)  -0.2213
C (-4.19, -4.05, 3.01)  -0.4682
C (-4.75, -5.32, 3.24)  -0.3474
C (-3.99, -6.47, 2.91)  -0.6817
C (-2.84, -6.29, 2.18)  -0.4402
N (-6.16, -5.48, 3.75)  0.9574
O (-6.85, -4.48, 4.08)  -0.5856
O (-6.73, -6.58, 3.79)  -0.5883
H (-1.30, -5.04, 1.56)  0.9153
H (-2.53, -2.91, 2.21)  0.8580
H (-4.69, -3.16, 3.37)  0.6261
H (-4.39, -7.46, 3.04)  0.4686
H (-2.39, -7.22, 1.87)  0.5494
C (-2.34, 1.51, -2.37)  0.7246
C (-2.64, 2.73, -1.85)  -0.7041
C (-3.21, 2.84, -0.58)  -0.6388
C (-3.46, 1.67, 0.17)  -0.7796
C (-3.28, 0.43, -0.44)  -0.6290
C (-2.76, 0.33, -1.77)  -0.9449
N (-3.64, 1.79, 1.62)  1.1466
O (-3.71, 2.93, 2.07)  -0.6488
O (-3.56, 0.76, 2.30)  -0.5299
H (-1.98, 1.53, -3.39)  0.0920
H (-2.44, 3.66, -2.37)  0.8210
H (-3.49, 3.79, -0.15)  0.4818
H (-3.51, -0.40, 0.21)  0.6300
H (-2.60, -0.69, -2.09)  0.9388
C (0.35, -0.51, -8.26)  -0.8223
C (0.40, -0.05, -6.97)  -0.4388
C (-0.58, 0.75, -6.35)  0.7543
C (-1.60, 1.26, -7.20)  -0.4360
C (-1.63, 0.81, -8.52)  -0.6552
C (-0.69, -0.17, -9.01)  -0.5129
N (-2.58, 2.26, -6.64)  1.0235
O (-2.65, 2.53, -5.45)  -0.5115
O (-3.28, 2.93, -7.42)  -0.6271
H (1.14, -1.08, -8.73)  0.4253
H (1.12, -0.40, -6.24)  0.5489
H (-0.49, 1.07, -5.32)  0.2046
H (-2.44, 1.13, -9.16)  0.4804
H (-0.88, -0.65, -9.96)  0.4317
C (-0.35, 0.28, 1.54)  0.5415
C (-0.34, 1.62, 1.80)  -0.2706
C (-0.01, 2.52, 0.81)  -0.3233
C (0.37, 2.10, -0.49)  -0.3474
C (0.35, 0.77, -0.76)  0.3049
C (-0.03, -0.14, 0.27)  -1.1287
N (0.69, 3.14, -1.49)  1.5625
O (0.71, 2.79, -2.62)  -0.4597
O (1.02, 4.25, -1.19)  -0.3654
H (-0.62, -0.39, 2.34)  -0.3507
H (-0.66, 1.95, 2.78)  0.2118
H (-0.11, 3.54, 1.14)  -0.0066
H (0.52, 0.35, -1.74)  -0.0382
H (-0.02, -1.17, -0.05)  0.8359
C (-7.03, -5.39, -3.16)  -0.6669
O (-6.79, -4.12, -3.77)  -0.4399
C (-5.49, -3.63, -3.95)  0.1883
C (-5.61, -2.35, -4.84)  -0.7415
O (-4.49, -2.10, -5.60)  -0.4815
C (-3.44, -1.28, -5.13)  -0.1344
H (-7.98, -5.80, -3.50)  0.3300
H (-7.11, -5.30, -2.07)  0.2218
H (-6.26, -6.16, -3.26)  0.2623
H (-4.98, -4.43, -4.48)  0.3346
H (-5.10, -3.39, -2.96)  0.0086
H (-6.03, -1.41, -4.47)  0.3440
H (-6.34, -2.50, -5.63)  0.3538
H (-3.68, -0.25, -5.38)  0.2227
H (-2.56, -1.44, -5.76)  0.1716
H (-3.36, -1.26, -4.04)  0.1194

=====

C53H48NO4P4S2Sn as an isolated structure, computed with wB97M-V/def2-TZVPD.

Output
E_tot   -130048.092 eV
Spin multiplicity   1
HOMO energy   -14.930 eV
Charge   +3
LUMO   -9.4 eV

Each line ends with the Mulliken charge.
Atoms and positions in Å:
Sn (-0.75, 0.02, -0.68)  2.5197
O (-2.65, 0.88, 1.72)  -0.7941
S (-1.60, -0.12, 2.04)  1.4492
C (-2.39, -1.59, 2.69)  -0.1276
C (-3.24, -1.60, 3.79)  -0.1876
C (-3.74, -2.82, 4.23)  -0.9390
C (-3.39, -4.00, 3.59)  -0.7970
C (-2.61, -3.97, 2.44)  -0.5162
C (-2.11, -2.76, 1.97)  -0.6548
P (-1.27, -2.61, 0.35)  0.6224
C (0.50, -2.92, 0.77)  1.4526
C (0.95, -2.99, 2.16)  -1.0111
C (2.18, -3.45, 2.46)  -0.5771
C (3.02, -4.07, 1.46)  -0.7187
C (2.62, -4.20, 0.19)  -1.5253
C (1.40, -3.54, -0.28)  -0.6468
C (-1.86, -4.06, -0.57)  0.3829
C (-3.01, -3.81, -1.32)  -0.7602
C (-3.62, -4.84, -2.02)  -0.7051
C (-3.06, -6.11, -2.00)  -0.6936
C (-1.91, -6.35, -1.26)  -0.7947
C (-1.31, -5.33, -0.53)  -0.1475
C (-0.70, 0.63, 3.42)  0.2280
C (-0.78, 0.20, 4.73)  -0.6472
C (-0.16, 0.93, 5.73)  -1.1414
C (0.55, 2.08, 5.41)  -1.0099
C (0.66, 2.49, 4.09)  -0.4487
C (0.06, 1.75, 3.06)  -0.3874
P (0.21, 2.25, 1.29)  0.7394
C (0.34, 4.08, 1.53)  0.4986
C (1.48, 4.84, 1.32)  -0.2606
C (1.54, 6.20, 1.47)  -0.7231
C (0.37, 6.85, 1.88)  -0.6881
C (-0.79, 6.12, 2.11)  -0.8568
C (-0.81, 4.75, 1.94)  -0.2837
C (2.11, 2.02, 0.93)  0.6332
C (2.75, 3.16, 0.19)  0.0067
C (4.17, 3.23, 0.17)  -0.8707
C (4.92, 2.35, 0.88)  -0.7679
C (4.32, 1.32, 1.71)  -0.2205
C (2.86, 1.54, 2.20)  -1.0241
H (-3.53, -0.67, 4.26)  0.7347
H (-4.40, -2.84, 5.09)  0.4685
H (-3.75, -4.94, 3.97)  0.5006
H (-2.39, -4.89, 1.91)  0.5526
H (0.26, -2.70, 2.94)  0.2358
H (2.50, -3.46, 3.49)  0.4933
H (3.93, -4.56, 1.80)  0.5021
H (3.16, -4.80, -0.53)  0.5755
H (0.97, -3.90, -1.21)  0.6743
H (-3.44, -2.81, -1.32)  0.4772
H (-4.53, -4.67, -2.58)  0.5089
H (-3.52, -6.92, -2.55)  0.4346
H (-1.48, -7.35, -1.23)  0.4765
H (-0.42, -5.53, 0.05)  0.5149
H (-1.34, -0.69, 4.98)  0.6997
H (-0.25, 0.62, 6.76)  0.4752
H (1.01, 2.66, 6.19)  0.4854
H (1.21, 3.39, 3.86)  0.5332
H (2.42, 4.28, 1.01)  -0.4659
H (2.44, 6.76, 1.31)  0.5516
H (0.38, 7.92, 2.01)  0.4391
H (-1.68, 6.63, 2.43)  0.4973
H (-1.71, 4.17, 2.13)  0.5500
H (2.22, 3.49, -0.70)  0.9183
H (4.64, 4.01, -0.42)  0.6124
H (6.00, 2.40, 0.82)  0.5913
H (4.95, 0.90, 2.48)  0.8638
H (2.77, 2.19, 3.07)  0.5466
C (-3.28, 3.02, -0.49)  -1.7305
P (-2.89, 1.47, -1.35)  1.8611
C (-4.55, 0.75, -1.58)  -1.3992
C (-2.25, 1.96, -2.99)  0.1606
C (-2.28, 3.28, -3.43)  -0.7636
C (-1.70, 3.63, -4.64)  -0.8598
C (-1.09, 2.67, -5.43)  -0.8776
C (-1.06, 1.35, -5.01)  -0.9859
C (-1.63, 0.98, -3.80)  0.6972
P (-1.69, -0.75, -3.22)  1.1099
C (-3.15, -1.36, -4.16)  -1.5408
C (-0.36, -1.67, -4.07)  -1.5042
H (-2.40, 3.66, -0.44)  0.4519
H (-3.60, 2.75, 0.51)  0.4101
H (-4.09, 3.53, -1.00)  0.6434
H (-5.11, 1.35, -2.29)  0.4303
H (-5.05, 0.79, -0.61)  0.5212
H (-4.50, -0.28, -1.91)  0.1960
H (-2.75, 4.05, -2.83)  0.4472
H (-1.72, 4.67, -4.96)  0.4703
H (-0.63, 2.95, -6.37)  0.4704
H (-0.59, 0.61, -5.63)  0.3799
H (-2.88, -1.40, -5.21)  0.4881
H (-4.00, -0.70, -4.04)  0.4817
H (-3.41, -2.36, -3.81)  0.3480
H (-0.35, -1.47, -5.14)  0.6180
H (-0.56, -2.74, -3.92)  0.3835
H (0.61, -1.43, -3.64)  0.2050
O (1.60, 1.44, -1.99)  -0.9371
C (2.51, 0.94, -1.34)  0.5232
N (2.44, 0.87, 0.05)  1.0071
S (3.58, -0.15, 0.82)  0.0485
O (1.31, -2.12, -0.13)  0.3876
O (2.42, 0.27, 2.39)  -0.4942
C (4.48, -0.22, -0.77)  0.7194
C (5.64, -0.93, -1.03)  -0.9512
C (6.03, -1.10, -2.35)  -0.7478
C (5.26, -0.61, -3.40)  -0.7440
C (4.08, 0.08, -3.14)  -0.6791
C (3.71, 0.27, -1.82)  -0.4656
H (6.23, -1.34, -0.21)  0.5619
H (6.95, -1.63, -2.57)  0.5053
H (5.57, -0.78, -4.42)  0.4799
H (3.46, 0.46, -3.94)  0.6198

=====

Q: What is the HOMO energy in the second record?
A: -14.930 eV